1.
Computed, not measured: a 2-piece molecular cluster, C29H30O5 overall, with ωB97M-V with the def2-TZVPD basis set.

The geometry in XYZ format:
```
64
Properties=species:S:1:pos:R:3:forces:R:3:mulliken_charge:R:1
C -4.9867 -2.5754 2.6614 0.227 0.668 0.208 -0.9000
O -4.4497 -1.3041 3.0594 -0.514 -0.670 -0.014 -0.4599
C -3.3100 -0.8559 2.4834 0.880 0.151 -0.645 0.9098
C -2.8184 0.3572 3.0059 -0.376 -0.821 -0.214 -0.8250
C -1.6471 0.8692 2.5002 0.053 -0.098 -0.264 1.9558
C -1.0032 0.2791 1.4236 0.634 0.064 -0.107 -0.2142
C 0.3091 0.9119 0.9692 -0.598 -0.271 -0.270 -1.5301
C 1.4082 0.3391 1.7552 2.249 -1.659 0.539 1.0247
C 1.9502 -0.9113 1.2465 -0.831 0.857 0.474 0.1350
O 1.5687 -1.4998 0.2486 0.063 -0.112 0.069 -0.7301
O 3.0359 -1.4339 1.9153 0.238 0.059 1.153 -0.3958
C 3.2226 -0.9951 3.2826 0.126 0.309 -0.931 1.6195
C 2.1737 -1.5803 4.2125 -0.160 -0.107 0.037 -1.4683
C 4.6397 -1.4516 3.6452 -0.362 0.239 -0.315 -1.7313
O 3.2105 0.4469 3.3383 0.490 -0.316 0.004 -0.3827
C 2.3419 1.1168 2.5150 -1.106 -1.198 -1.236 0.1748
O 2.4475 2.3287 2.4320 0.099 1.290 0.873 -0.7236
C -1.4622 -0.9404 0.9266 0.058 0.326 -0.064 -0.6047
C -2.6141 -1.5248 1.4476 -0.547 0.450 0.802 -0.8843
H -5.8540 -2.6536 3.3181 0.011 -0.397 -0.300 0.2556
H -5.2827 -2.5738 1.6009 0.026 0.028 0.302 0.3449
H -4.2768 -3.3986 2.8398 -0.172 0.275 0.018 0.3509
H -3.3733 0.8394 3.8025 0.040 -0.227 -0.079 0.0734
H -1.1460 1.7112 2.9629 -0.321 -0.250 -0.288 -1.0136
H 0.4644 0.6665 -0.0903 -0.090 0.433 0.045 0.5304
H 0.3079 1.9878 1.1633 -0.188 0.040 -0.405 0.3164
H 1.1572 -1.2715 3.9417 0.295 -0.046 -0.060 0.2634
H 2.2517 -2.6715 4.1568 -0.108 0.167 0.098 0.3700
H 2.3775 -1.2525 5.2386 0.017 -0.091 -0.164 0.3457
H 5.3268 -1.0507 2.8966 -0.065 -0.072 0.093 0.4017
H 4.9449 -1.0930 4.6296 -0.170 -0.038 -0.022 0.3561
H 4.6693 -2.5426 3.6114 0.055 0.108 0.054 0.3831
H -0.8682 -1.4374 0.1598 -0.232 0.095 0.121 0.4661
H -2.9733 -2.4835 1.0755 0.127 0.256 0.064 0.3614
C -3.2535 1.9875 8.3412 0.147 -0.245 0.243 -1.4624
C -2.3815 2.4424 7.2113 -0.035 0.202 -0.212 1.0761
C -2.8082 2.3149 5.8813 -0.016 0.348 0.064 -0.9474
C -2.0363 2.8226 4.8557 0.191 -0.411 -0.558 -0.5095
C -0.6933 3.2767 5.0527 -0.437 -0.301 0.656 0.6850
C 0.1774 3.5184 3.9486 -0.754 2.016 0.561 -0.8808
C 1.3427 4.3327 4.0458 1.310 -0.200 0.051 0.9062
C 1.5745 5.3473 3.0752 -0.366 -0.617 -0.140 -0.5778
C 2.5769 6.2815 3.2372 -0.109 -0.086 -0.046 -0.8581
C 3.4472 6.2079 4.3343 -0.350 0.091 0.024 1.2602
C 4.5265 7.2349 4.4888 0.236 0.043 -0.006 -1.4564
C 3.2984 5.1607 5.2522 -0.115 -0.243 -0.069 -0.9969
C 2.3009 4.2120 5.0871 -0.390 0.250 0.088 -0.4865
C -0.3396 3.4975 6.4206 0.128 -0.294 0.039 -0.4581
C -1.1567 3.0806 7.4600 0.239 0.143 -0.196 -1.1910
H -2.6762 1.9859 9.2712 -0.224 -0.019 -0.089 0.3807
H -4.1398 2.6238 8.4834 0.310 -0.070 -0.178 0.3170
H -3.6138 0.9697 8.1552 0.025 0.147 0.024 0.3662
H -3.7623 1.8204 5.6663 0.304 0.448 0.077 0.4653
H -2.4574 2.8559 3.8496 0.231 -0.240 0.302 1.0366
H -0.2161 3.3782 2.9417 0.052 -0.053 0.186 0.6216
H 0.9146 5.3745 2.2084 0.174 0.114 0.158 0.4033
H 2.7047 7.0808 2.4997 -0.064 -0.341 0.274 0.3732
H 4.9559 7.2098 5.4959 -0.076 0.081 -0.212 0.3638
H 5.3290 7.0153 3.7737 -0.049 0.049 0.130 0.3037
H 4.1694 8.2493 4.2611 0.029 -0.320 0.131 0.3788
H 3.9718 5.0897 6.1085 -0.085 -0.054 -0.347 0.3230
H 2.2325 3.3532 5.7525 0.208 0.219 -0.183 0.8117
H 0.5963 3.9905 6.6603 -0.264 -0.087 0.010 0.6438
H -0.8407 3.2439 8.4934 -0.097 -0.011 -0.360 0.3336
```
Forces are in eV/Å.

Total charge: 0
Calculated total energy in eV: -40794.3262
Max |F| in eV Å⁻¹: 2.85

2.
Computed, not measured: a 2-piece molecular cluster, C29H30O5 overall, with ωB97M-V with the def2-TZVPD basis set.

The geometry in XYZ format:
```
64
Properties=species:S:1:pos:R:3:forces:R:3:mulliken_charge:R:1
C 5.6386 1.4949 -1.9547 -0.337 -0.729 0.344 -0.8945
O 5.1668 0.2304 -1.4482 0.481 0.418 -0.443 -0.4587
C 3.8807 0.1131 -1.0183 -1.103 0.205 0.733 0.8497
C 3.4851 -1.1743 -0.5764 0.567 0.790 -0.495 -0.0068
C 2.2106 -1.3809 -0.0873 -0.043 0.165 0.056 0.3186
C 1.3122 -0.3153 0.0335 -0.396 -0.157 0.081 -0.2276
C -0.0512 -0.5559 0.6798 0.434 0.107 -0.917 -1.9744
C -0.0322 -0.3828 2.1358 -0.074 0.228 2.064 0.8773
C -0.1782 0.9664 2.6273 0.302 -1.054 -0.560 0.4668
O -0.2718 1.9563 1.9216 -0.261 0.180 0.294 -0.7075
O -0.1848 1.1145 4.0004 0.650 -0.134 0.324 -0.3776
C 0.6038 0.1282 4.6937 -0.842 0.282 -0.024 1.4331
C 2.0807 0.2452 4.3250 0.155 0.042 -0.003 -1.3023
C 0.3655 0.4243 6.1849 0.002 -0.228 -0.484 -1.6789
O 0.1003 -1.1790 4.3830 0.495 0.058 0.505 -0.3998
C 0.1208 -1.4951 3.0325 -0.112 2.203 -1.261 0.2888
O 0.2760 -2.6507 2.6808 0.117 -1.281 0.240 -0.6706
C 1.6977 0.9592 -0.3916 -0.081 -0.148 0.033 -0.3566
C 2.9669 1.1914 -0.9175 0.855 -0.712 -0.158 -0.7265
H 6.6466 1.2712 -2.3011 -0.062 0.189 -0.014 0.2376
H 5.0248 1.8508 -2.7922 0.065 -0.075 0.189 0.3534
H 5.6740 2.2483 -1.1578 -0.061 -0.096 -0.153 0.3481
H 4.2200 -1.9770 -0.6205 -0.135 0.257 -0.096 -0.0242
H 1.8954 -2.3828 0.2286 0.074 0.440 0.004 -0.1814
H -0.7330 0.1998 0.2797 -0.167 -0.323 -0.184 0.4980
H -0.3743 -1.5761 0.4615 -0.156 0.106 -0.220 0.4150
H 2.2426 0.1116 3.2454 -0.067 0.025 0.387 0.2435
H 2.4402 1.2386 4.6201 -0.049 -0.217 -0.085 0.3735
H 2.6442 -0.5195 4.8749 -0.099 0.167 -0.117 0.3529
H -0.7087 0.4412 6.3840 0.139 -0.076 -0.051 0.3860
H 0.8457 -0.3285 6.8161 -0.048 0.051 -0.138 0.3799
H 0.7779 1.4109 6.4245 -0.070 -0.210 -0.108 0.3620
H 0.9921 1.7897 -0.2910 0.247 -0.345 0.044 0.3922
H 3.2708 2.1962 -1.2210 -0.174 -0.348 0.081 0.3378
C 8.1662 -4.1367 1.5378 0.173 -0.008 0.033 -1.4377
C 6.7452 -4.5953 1.4484 -0.426 0.065 -0.058 1.0522
C 5.9676 -4.1594 0.3661 -0.213 0.040 -0.297 -0.6972
C 4.6174 -4.4378 0.2958 -0.217 0.264 0.365 -0.6025
C 3.9600 -5.1827 1.3290 0.903 0.170 -0.076 0.9524
C 2.5517 -5.1922 1.3538 0.281 -0.489 -0.563 -0.3044
C 1.7233 -6.0114 2.1606 -1.035 -0.314 1.071 0.5003
C 0.5476 -6.6008 1.5986 0.334 0.579 -0.109 -0.6545
C -0.2755 -7.4126 2.3516 0.099 0.017 -0.001 -0.6869
C 0.0031 -7.6793 3.7030 0.266 0.328 -0.451 1.0672
C -0.9665 -8.5020 4.4925 0.051 -0.249 0.116 -1.4220
C 1.1658 -7.1283 4.2609 -0.126 0.080 0.233 -0.7762
C 1.9690 -6.2564 3.5399 0.268 -0.226 -0.427 -0.5600
C 4.8203 -5.8297 2.2815 0.055 0.405 0.120 -0.5024
C 6.1611 -5.4670 2.3851 -0.483 -0.086 -0.156 -0.8978
H 8.6105 -4.3582 2.5100 -0.053 0.014 -0.110 0.3775
H 8.7598 -4.6380 0.7637 -0.039 0.046 0.122 0.3371
H 8.2448 -3.0577 1.3453 -0.093 -0.283 0.079 0.3586
H 6.4431 -3.5452 -0.4028 -0.234 -0.188 0.190 0.4269
H 4.0153 -4.0584 -0.5340 0.191 -0.015 0.341 0.6268
H 2.0487 -4.5803 0.5965 0.148 -0.367 0.038 0.0381
H 0.3265 -6.4041 0.5458 -0.017 -0.076 0.369 0.3904
H -1.1680 -7.8587 1.9092 0.264 0.201 0.026 0.3794
H -0.5332 -8.8148 5.4449 -0.111 0.027 -0.071 0.3628
H -1.8963 -7.9518 4.6959 0.303 -0.017 -0.070 0.3043
H -1.2418 -9.3941 3.9202 0.006 0.082 0.140 0.3721
H 1.4194 -7.3730 5.2973 -0.170 0.311 -0.315 0.2944
H 2.7779 -5.7086 4.0290 -0.305 -0.286 -0.080 0.7338
H 4.4116 -6.5824 2.9544 0.109 0.316 -0.089 0.6760
H 6.7728 -5.8363 3.2070 -0.175 -0.120 -0.238 0.3645
```
Forces are in eV/Å.

Total charge: 0
Calculated total energy in eV: -40794.6155
Max |F| in eV Å⁻¹: 2.54

3.
Computed, not measured: C29H31Br3N5Y as an isolated structure, with ωB97M-V with the def2-TZVPD basis set.

The geometry in XYZ format:
```
69
Properties=species:S:1:pos:R:3:forces:R:3:mulliken_charge:R:1
Y -0.1454 0.1344 0.5988 0.649 -0.007 0.212 0.8635
C -1.3461 3.1203 1.8884 0.077 -0.124 0.073 -1.3053
N -0.2012 2.6992 1.0443 0.146 -0.274 -0.207 1.2997
C 1.0460 3.2556 1.5997 -0.017 -0.046 -0.031 -1.2657
C -0.4713 3.1315 -0.3343 -0.065 -0.035 0.111 0.1968
C 0.0338 4.2996 -0.8855 0.133 0.091 0.145 -0.3042
C -0.2613 4.6375 -2.1983 -0.022 0.010 -0.010 -1.0106
C -1.0734 3.8067 -2.9582 0.003 -0.025 -0.008 -0.9506
C -1.5800 2.6384 -2.4095 -0.026 0.087 -0.112 0.0549
C -1.2917 2.2916 -1.0923 -0.160 -0.225 0.089 -1.2282
N -1.6614 1.0576 -0.5106 -1.294 0.340 -0.332 1.1222
C -2.9816 0.5693 -0.6185 0.253 0.259 -0.118 -0.1265
C -4.0575 1.2935 -1.1381 -0.121 0.025 -0.079 -0.9057
C -5.3213 0.7292 -1.2288 0.057 0.051 -0.014 -0.9325
C -5.5508 -0.5706 -0.7983 -0.033 0.045 -0.029 -0.9890
C -4.5067 -1.2741 -0.2269 0.011 -0.103 0.047 -0.4707
C -3.2465 -0.7035 -0.1206 0.056 -0.439 0.173 0.3071
N -2.1732 -1.4174 0.6076 0.097 0.351 -0.056 1.2038
C -2.5919 -1.5540 2.0257 0.060 -0.066 -0.050 -1.2069
C -1.9430 -2.7751 0.0522 0.071 0.071 0.073 -1.3383
H -1.5032 4.1954 1.7962 -0.009 0.061 0.016 0.3394
H -1.1341 2.8933 2.9343 0.000 0.037 -0.048 0.4653
H -2.2495 2.6040 1.5689 -0.041 -0.004 -0.024 0.2877
H 0.9869 4.3347 1.7498 -0.005 0.041 0.010 0.4272
H 1.8804 3.0473 0.9299 0.018 -0.005 -0.017 0.4248
H 1.2388 2.7941 2.5679 0.005 -0.009 0.022 0.2652
H 0.6620 4.9626 -0.3021 -0.030 -0.054 -0.035 0.3749
H 0.1380 5.5509 -2.6195 -0.017 -0.039 0.014 0.4573
H -1.3083 4.0653 -3.9841 0.015 -0.009 0.065 0.4647
H -2.2040 1.9812 -3.0041 0.028 0.020 0.009 0.7500
H -3.9053 2.3106 -1.4721 -0.022 -0.024 -0.005 0.5292
H -6.1338 1.3134 -1.6436 0.048 -0.021 0.022 0.4335
H -6.5305 -1.0217 -0.8856 0.046 0.034 0.003 0.4308
H -4.6869 -2.2768 0.1480 0.030 0.067 -0.019 0.3791
H -3.5222 -2.1165 2.1019 -0.041 -0.025 0.004 0.4924
H -2.7614 -0.5674 2.4547 -0.020 0.040 0.017 0.2908
H -1.8237 -2.0804 2.5946 -0.019 -0.002 -0.013 0.4722
H -2.7087 -3.4740 0.3925 -0.025 -0.011 -0.017 0.4164
H -0.9711 -3.1577 0.3809 -0.036 0.007 0.026 0.2367
H -1.9703 -2.7346 -1.0318 -0.010 -0.009 -0.020 0.4355
Br 5.8770 -3.4236 -2.9162 0.073 -0.030 -0.057 -0.1054
C 4.6546 -2.7886 -1.6450 0.027 0.018 -0.044 -0.0352
C 4.6075 -1.4326 -1.3562 -0.085 0.084 0.081 -0.7808
C 3.6799 -0.9625 -0.4392 0.108 0.205 0.038 -0.3246
C 2.8280 -1.8470 0.1993 -0.303 -0.036 0.099 -0.2565
C 2.8851 -3.2025 -0.0860 -0.056 -0.232 0.015 0.2040
C 3.8005 -3.6776 -1.0121 -0.099 -0.071 0.085 -0.8022
N 1.8574 -1.3329 1.1371 0.316 0.018 -0.407 0.0276
C 1.7933 -1.9011 2.2717 -0.065 0.009 0.379 -0.2749
C 0.9057 -1.4020 3.3456 0.154 0.006 -0.243 0.3397
C 0.9708 -1.9626 4.6021 0.034 -0.121 0.200 -0.8244
C 0.2088 -1.4104 5.6282 0.050 -0.082 0.046 -0.5694
C -0.5823 -0.3135 5.3512 -0.032 0.034 0.048 -1.0636
C -0.6049 0.1781 4.0543 -0.003 -0.026 -0.068 -0.1972
N 0.1132 -0.3491 3.0619 -0.117 0.162 -0.171 0.3970
H 5.2917 -0.7506 -1.8423 -0.010 -0.001 0.009 0.4848
H 3.6421 0.0939 -0.1981 0.044 -0.093 -0.020 0.6484
H 2.1959 -3.8944 0.3902 0.061 0.046 -0.042 0.4635
H 3.8474 -4.7333 -1.2440 -0.017 0.032 0.002 0.4599
H 2.4503 -2.7367 2.5157 -0.009 0.015 0.057 0.6245
H 1.6194 -2.8114 4.7812 -0.031 0.039 0.013 0.4988
H 0.2446 -1.8291 6.6263 0.006 0.010 -0.046 0.4750
H -1.1811 0.1592 6.1177 0.014 -0.010 -0.026 0.4775
H -1.2359 1.0214 3.8025 0.003 -0.035 0.012 0.4032
Br 0.2358 -1.5232 -2.1687 0.004 -0.004 0.045 0.0341
C 0.8294 -0.0049 -3.2061 0.031 -0.051 0.155 -0.5560
Br 1.6513 1.3086 -2.0694 0.145 -0.001 0.059 -0.0326
H -0.0374 0.4446 -3.6656 -0.098 0.059 -0.047 0.3890
H 1.5586 -0.3565 -3.9212 0.064 -0.024 -0.056 0.5092
```
Forces are in eV/Å.

Total charge: +2
Calculated total energy in eV: -249186.5542
Max |F| in eV Å⁻¹: 1.38

4.
Computed, not measured: C29H31Br4Ge2NO6Ta as an isolated structure, with ωB97M-V with the def2-TZVPD basis set.

The geometry in XYZ format:
```
74
Properties=species:S:1:pos:R:3:forces:R:3:mulliken_charge:R:1
Ta 0.0467 0.2384 1.6866 -0.167 -0.494 0.166 2.0169
O 3.2832 -0.7114 4.3015 0.051 0.007 0.049 -0.3973
C 2.1437 -0.5051 3.7512 -0.073 -0.025 -0.156 0.1592
O 1.8615 -0.7250 2.5659 0.036 0.080 0.241 -0.5020
C 1.0458 -0.0175 4.6415 0.038 0.000 0.006 0.5545
C 1.0747 0.1493 6.0141 0.012 0.004 -0.006 -0.7157
C -0.1192 0.4798 6.6492 -0.029 0.010 -0.022 -0.6742
C -1.2976 0.5809 5.9081 0.021 0.014 0.027 -0.8919
C -1.2262 0.3998 4.5402 -0.066 0.001 0.006 1.2697
N -0.0664 0.1475 3.9283 0.029 -0.161 0.077 -0.4512
C -2.3376 0.3297 3.5349 0.045 -0.014 -0.047 0.4863
O -3.5818 0.4634 3.8112 -0.047 -0.004 -0.042 -0.3852
O -2.0020 0.0809 2.3647 0.119 0.068 0.231 -0.6607
H 3.9613 -1.0456 3.6821 -0.013 -0.002 -0.017 0.4338
H 1.9940 0.0113 6.5681 0.001 0.000 0.004 0.6020
H -0.1414 0.6271 7.7214 -0.002 -0.006 0.002 0.5086
H -2.2342 0.7868 6.4107 0.003 -0.004 0.011 0.3561
H -3.8068 0.6478 4.7381 0.019 0.001 0.017 0.3131
C -2.7803 -1.9775 0.0005 -0.010 0.040 0.019 -0.8003
C -1.7376 -2.6301 0.8994 0.097 -0.154 -0.060 -0.9217
Ge 0.1397 -2.2642 0.3504 0.024 0.289 0.220 0.1892
C 1.4265 -3.3793 1.3315 -0.067 -0.043 -0.134 -0.6607
C 2.8520 -3.2615 0.7998 0.029 0.027 -0.015 -1.2243
C 0.2892 -2.5129 -1.5485 -0.116 0.066 0.031 -0.5897
C 0.0374 -1.5425 -2.4300 0.039 -0.030 -0.060 1.1367
Ge -0.0837 0.3050 -1.8759 0.081 0.293 -0.510 -0.6478
C 1.5935 1.2718 -1.6233 -0.002 -0.011 0.000 0.6180
C 2.2440 1.5698 -2.9885 0.036 0.020 0.010 -1.8604
C -1.7089 1.3259 -2.1795 -0.015 -0.060 0.088 0.1225
C -2.3764 1.0778 -3.5378 0.022 -0.019 -0.016 -1.4885
C -0.1782 -1.7222 -3.8768 -0.006 0.005 0.056 0.0669
C 0.2337 -0.7318 -4.7691 -0.002 0.033 -0.033 0.0276
C 0.0150 -0.8683 -6.1301 -0.006 0.006 -0.012 -0.9670
C -0.6283 -2.0009 -6.6094 0.013 0.015 0.011 -0.5192
C -1.0535 -2.9882 -5.7281 -0.004 -0.018 0.030 -0.8365
C -0.8366 -2.8510 -4.3673 -0.012 -0.017 -0.050 -0.6409
H -3.7873 -2.2757 0.2918 -0.004 0.005 0.000 0.4093
H -2.6388 -2.2697 -1.0402 -0.001 -0.004 0.003 0.3317
H -2.7458 -0.8845 0.0431 0.004 0.013 0.008 0.0425
H -1.7728 -3.7215 0.7975 -0.019 0.016 0.016 0.6730
H -1.9120 -2.4476 1.9618 -0.012 0.054 -0.004 0.3814
H 1.0423 -4.3923 1.1641 0.000 0.014 -0.017 0.6355
H 1.3614 -3.2219 2.4073 -0.003 0.043 0.027 0.3610
H 2.8952 -3.4806 -0.2673 0.000 -0.018 -0.001 0.3635
H 3.5120 -3.9710 1.2988 0.005 0.006 0.005 0.3737
H 3.2610 -2.2579 0.9346 -0.002 -0.011 0.015 0.2597
H 0.4238 -3.5288 -1.9190 -0.005 -0.034 0.061 0.7679
H 2.2794 0.6897 -1.0068 -0.043 -0.028 0.009 0.2979
H 1.3729 2.2116 -1.1159 0.007 -0.033 0.000 0.0603
H 2.5502 0.6592 -3.5024 0.027 0.032 0.029 0.5431
H 3.1389 2.1699 -2.8267 -0.004 0.005 0.010 0.4709
H 1.5867 2.1431 -3.6440 0.001 0.000 -0.012 0.4503
H -1.4484 2.3762 -2.0347 0.021 -0.014 -0.041 0.3323
H -2.3998 1.0705 -1.3712 0.029 -0.004 0.000 0.3094
H -1.7416 1.3852 -4.3666 0.001 0.005 -0.011 0.3613
H -3.2975 1.6571 -3.5891 -0.002 -0.004 -0.001 0.4640
H -2.6283 0.0277 -3.6817 -0.009 -0.007 -0.001 0.3674
H 0.7751 0.1432 -4.4143 -0.060 -0.052 -0.021 0.2938
H 0.3525 -0.1022 -6.8146 -0.002 -0.001 -0.007 0.4563
H -0.8016 -2.1148 -7.6706 0.000 0.001 -0.006 0.4367
H -1.5627 -3.8646 -6.1051 0.000 -0.004 -0.001 0.4394
H -1.1951 -3.6111 -3.6846 -0.001 -0.004 0.006 0.4450
Br 2.5138 6.6611 1.1704 -0.041 -0.067 -0.002 -0.0727
C 1.4193 5.1496 1.0569 0.057 0.143 -0.012 0.2728
C 0.0861 5.2662 0.6219 -0.040 0.126 -0.036 0.3816
Br -0.6104 6.9383 0.1582 0.018 -0.067 0.022 -0.0751
C -0.7435 4.1400 0.5285 0.060 -0.117 0.003 -0.4402
Br -2.5387 4.2112 0.0163 -0.018 0.003 0.006 -0.0338
C -0.1864 2.9229 0.8655 -0.151 0.148 -0.173 -0.1430
O -0.8007 1.6905 0.8253 -0.197 -0.098 -0.128 -0.1106
C 1.1108 2.8125 1.3207 0.349 0.088 -0.079 0.0668
O 1.4457 1.5097 1.6014 0.037 0.110 0.179 0.0374
C 1.9475 3.9056 1.4202 -0.087 -0.160 0.032 -0.1573
Br 3.6919 3.6452 2.0350 0.011 -0.009 0.004 -0.0793
```
Forces are in eV/Å.

Total charge: +3
Calculated total energy in eV: -439079.5454
Max |F| in eV Å⁻¹: 0.59